C10H12O3 | ωB97M-V/def2-TZVPD

```
! RIJCOSX wB97M-V def2-TZVPD def2/J DEFGRID3
* xyz 0 1
C -0.1652 2.9326 -1.8817
C -0.8059 1.4970 -1.5190
O 0.4090 0.6424 -1.5768
C 0.5966 -0.3435 -0.6786
C 1.5794 -1.2759 -1.1198
C 2.0471 -2.4126 -0.4532
C 1.5015 -2.5959 0.8458
C 0.6517 -1.6338 1.3172
O 0.0776 -1.8116 2.5978
C 0.1934 -0.4888 0.6900
C -0.6052 0.6924 1.2055
C -2.0699 0.4258 1.6401
O -0.0745 1.7537 1.2239
H 0.5923 2.5518 -2.6255
H -0.9371 3.6459 -2.3467
H 0.2575 3.3812 -0.9850
H -1.3197 1.3026 -0.6169
H -1.3174 1.2461 -2.4642
H 1.8809 -1.2574 -2.1536
H 2.8756 -3.0383 -0.7760
H 1.6603 -3.4607 1.5422
H 0.3618 -2.7151 2.9630
H -2.7009 1.2284 2.0024
H -2.1725 -0.4077 2.4094
H -2.5165 0.1413 0.7596
*
```

The calculation puts the HOMO energy at -0.3074 hartree. The total energy comes out at -613.89027 Eh. The LUMO energy is 0.0268 Ha. Its energy above the lowest of the compared OMol25 structures with the same formula, charge and spin is 2.877 eV.



C10H12O4S | ωB97M-V/def2-TZVPD

```
! RIJCOSX wB97M-V def2-TZVPD def2/J DEFGRID3
* xyz 0 1
C -2.4914 -0.8688 -0.8181
C -1.8817 0.5844 1.0884
C -1.2176 -1.3859 -0.8400
C -0.5964 0.1300 1.0969
C -2.8817 0.0831 0.2050
C -0.3688 -0.8273 0.1268
C 3.1493 0.8182 1.2587
C 2.5623 1.2596 -0.0425
C -4.3679 0.5649 0.0845
C 2.7739 0.2567 -1.0087
O 1.3729 -2.8806 -0.6706
O 1.8770 -1.5242 1.3338
O 3.8629 1.7083 0.4157
O 2.1556 0.3495 -2.1986
S 1.3818 -1.5523 0.0056
H -3.1573 -1.2746 -1.6295
H -2.2407 1.4623 1.7352
H -0.8787 -2.0840 -1.5511
H 0.1608 0.6963 1.7968
H 2.8896 1.2778 2.2283
H 3.6474 -0.1950 1.2133
H 1.7575 1.9032 -0.3065
H -4.2367 1.6093 -0.1912
H -4.7169 -0.0504 -0.7117
H -4.8293 0.3229 1.0512
H 3.8078 -0.1123 -0.7937
H 2.4664 -0.2713 -2.8779
*
```

The calculation puts the HOMO energy (spin up / spin down) at -0.2978 / -0.2978 hartree. The total energy comes out at -1087.20682 Eh. The LUMO energy (spin up / spin down) is -0.0079 / -0.0078 Ha. Its energy above the lowest of the compared OMol25 structures with the same formula, charge and spin is 3.811 eV.



C10H13Br2FeNO9P2S2 | ωB97M-V/def2-TZVPD

```
! RIJCOSX wB97M-V def2-TZVPD def2/J DEFGRID3
* xyz 1 6
Fe 0.9065 0.3062 -0.8089
C 3.9862 1.6248 1.1444
C 2.7577 2.4877 1.3903
O 3.1336 3.5612 2.2305
P 1.3731 1.5415 2.0957
O 1.8521 0.9507 3.4570
O 0.2471 2.5720 2.4196
O 0.9143 0.4669 1.1259
P 2.0135 3.1695 -0.1670
O 3.1452 3.9813 -0.9025
O 0.8234 3.9572 0.2387
O 1.7777 1.9398 -1.0800
H 4.3153 1.1636 2.0750
H 4.7852 2.2640 0.7714
H 3.7900 0.8456 0.4089
H 2.3566 4.0273 2.5669
H 1.2329 0.3989 3.9564
H 0.1578 3.2260 1.6666
H 3.1193 4.9315 -0.7241
Br 2.0712 0.0464 -3.5430
C 2.8572 -1.5731 -2.8789
Br 2.4755 -1.7953 -0.9702
H 3.9331 -1.5212 -2.9787
H 2.4217 -2.4259 -3.3826
O -1.3628 -3.8029 1.2666
S -1.6804 -3.6088 -0.1105
O -1.4505 -4.6289 -1.0788
N -0.8630 -2.2091 -0.6277
C -1.7137 -1.2969 -0.9022
S -1.1649 0.2620 -1.4916
C -3.1511 -1.5948 -0.7420
C -4.2587 -0.7983 -0.9695
C -5.5122 -1.3525 -0.7369
C -5.6459 -2.6633 -0.2928
C -4.5296 -3.4647 -0.0643
C -3.2973 -2.8998 -0.2973
H -4.1555 0.2212 -1.3173
H -6.3982 -0.7559 -0.9054
H -6.6337 -3.0686 -0.1211
H -4.6288 -4.4852 0.2793
*
```

The calculation puts the HOMO energy (spin up / spin down) at -0.4628 / -0.4607 hartree. The total energy comes out at -9011.59980 Eh. The LUMO energy (spin up / spin down) is -0.1261 / -0.2161 Ha. Its energy above the lowest of the compared OMol25 structures with the same formula, charge and spin is 1.083 eV.



Question: Which value of energy above the lowest of the compared OMol25 structures with the same formula, charge and spin does entry 1 give?
Answer: 2.877 eV



Question: energy above the lowest of the compared OMol25 structures with the same formula, charge and spin of number 1 (C10H12O3)?
Answer: 2.877 eV